10
Properties=species:S:1:pos:R:3:forces:R:3 method="wB97M-V/def2-TZVPD" homo_lumo_gap_ev=11.142 energy_ev=-6727.8232 largest_force_ev_per_a=0.43 lumo_energy_ev=1.0 homo_energy_ev=-10.16 charge=0 smiles="N=C1COC1" relative_energy_kj_mol=168.80
N -0.3846 -0.1107 1.8141 0.2 -0.1 -0.4
C -0.1640 -0.0078 0.5811 -0.1 0.0 0.3
C 0.5949 -0.7467 -0.5011 0.1 -0.3 0.1
O 0.3731 0.3556 -1.3944 0.0 0.0 -0.2
C -0.5021 1.0266 -0.4642 -0.2 0.2 0.1
H 0.0720 -0.9602 2.1541 -0.1 0.1 0.2
H 1.6541 -0.9539 -0.3051 -0.1 0.1 -0.1
H 0.1027 -1.6679 -0.8410 0.0 0.1 0.0
H -1.5495 1.0085 -0.7926 0.1 0.0 0.0
H -0.1966 2.0565 -0.2511 0.0 -0.1 0.0